Entry P
Entry from the Open Molecules 2025 dataset: one molecule with the formula C19H25N3O2 (ωB97M-V/def2-TZVPD).

```
49
Properties=species:S:1:pos:R:3
C -0.96322 -2.01830 3.46494
C -1.42988 -1.10757 2.62555
C -2.75172 -1.26124 1.93934
C -0.65732 0.14078 2.26293
C -0.22044 0.95345 3.48346
C 0.60345 2.12607 3.06011
C 1.29798 2.17392 1.91872
C 2.09640 3.37279 1.51109
C 1.32742 1.03044 1.01426
N 2.01073 1.16923 -0.05579
N 2.13928 0.16793 -0.94483
C 2.53475 0.39384 -2.23101
O 3.02135 1.41882 -2.63753
C 2.33984 -0.84040 -3.12508
N 1.40375 -1.80069 -2.58446
C 0.03849 -1.59559 -2.41782
C -0.73644 -2.69251 -2.04428
C -2.07894 -2.56770 -1.73995
C -2.68055 -1.32598 -1.80102
C -1.93577 -0.22099 -2.18307
C -0.59184 -0.33556 -2.50400
O 0.17121 0.71990 -2.92834
C -0.28173 2.03218 -2.70606
C 0.57792 -0.21458 1.42843
H -1.52236 -2.90756 3.70099
H -0.00920 -1.92218 3.95484
H -3.24147 -2.18663 2.23052
H -2.61149 -1.26337 0.85792
H -3.40465 -0.42512 2.18915
H -1.29928 0.78201 1.64782
H 0.36590 0.32476 4.16090
H -1.09757 1.29282 4.03947
H 0.62306 2.97037 3.73526
H 1.98457 4.17721 2.23310
H 3.14716 3.10582 1.42604
H 1.77547 3.71439 0.53020
H 1.73283 -0.74643 -0.75013
H 2.05691 -0.47063 -4.11792
H 3.31226 -1.33309 -3.21409
H 1.63040 -2.76233 -2.78898
H -0.26065 -3.66150 -1.98387
H -2.64642 -3.43914 -1.45192
H -3.72758 -1.20889 -1.56676
H -2.41723 0.74205 -2.24504
H -0.60192 2.17612 -1.66935
H -1.09869 2.29747 -3.38510
H 0.58188 2.66516 -2.90680
H 1.24261 -0.85550 2.01623
H 0.25074 -0.78401 0.55192
```

Its frontier orbital gap is 8.70 eV. For the molecular weight, the calculation gives 327.4 g/mol. As for the structure (SMILES): C=C(C)[C@H]1CC=C(C)/C(=N/NC(=O)CNc2ccccc2OC)C1.

=====

Entry Q
Entry from the Open Molecules 2025 dataset: one molecule with the formula C19H25N3O2 (ωB97M-V/def2-TZVPD).

```
49
Properties=species:S:1:pos:R:3
C -3.83555 -1.59489 -0.83964
C -3.21541 -1.89952 0.30091
N -2.02798 -1.10167 0.57040
C -1.99122 0.20394 0.86118
N -3.04496 1.04121 1.23445
C -3.13068 2.59427 1.07836
C -3.28360 3.01698 -0.39441
O -2.39224 2.30888 -1.33814
N -0.79834 1.00761 0.54442
C 0.33125 0.32542 0.43331
C 0.47082 -1.11263 0.41159
C -0.86705 -1.58836 0.32096
O -1.04959 -2.87289 -0.07444
C 1.76313 -1.99748 0.16983
C 1.73935 -3.01466 1.15861
C 1.95593 -2.09912 -1.24483
C 2.00464 -1.06206 -2.28927
C 2.87140 -1.01745 0.89174
C 2.94345 0.59894 0.41225
C 3.95639 1.29753 0.41834
C 3.85814 2.60883 -0.01845
C 2.54915 3.33022 0.18443
C 1.51160 2.60373 0.25614
C 1.52853 1.16694 0.59335
H -3.09984 -2.08763 -1.66767
H -4.69757 -1.99422 -0.95154
H -3.95977 -0.58716 -1.24544
H -3.76555 -1.51083 1.28942
H -2.97763 -2.68154 0.53536
H -3.93053 0.65926 0.67680
H -3.73271 2.74925 1.79670
H -2.18588 2.83032 1.63330
H -2.85108 4.08000 -0.38891
H -4.12219 2.78641 -0.74668
H -1.56738 2.41981 -1.04604
H 1.47630 -2.89159 2.03296
H 0.89919 -3.82393 0.87132
H 2.72821 -3.74786 1.13274
H 1.14925 -2.64463 -1.44679
H 2.88457 -2.80032 -1.43969
H 1.17678 -0.37387 -2.08503
H 2.10294 -1.53543 -3.20408
H 2.86835 -0.48001 -1.94592
H 2.83492 -1.07431 2.01629
H 3.88453 -1.42608 0.52607
H 4.99001 0.93045 0.31178
H 4.81729 3.00621 -0.06971
H 2.68500 4.32213 -0.15194
H 0.54564 3.13182 -0.07438
```

Its frontier orbital gap is 7.38 eV. For the molecular weight, the calculation gives 327.4 g/mol. As for the structure (SMILES): CCn1c(NCCO)nc2c(c1=O)[C@@](C)(CC)Cc1ccccc1-2.

=====

Referenced to the most stable arrangement, the calculated values in eV are entry P 0.000; entry Q 12.156.

=====

Entry P
Entry from the Open Molecules 2025 dataset: an isolated ion of composition C6H9N2 and charge +1 (ωB97M-V/def2-TZVPD).

```
17
Properties=species:S:1:pos:R:3
C 3.01620 -0.01705 0.12427
C 1.99354 -0.63218 0.30083
N 1.03326 -1.61340 0.57325
C -0.16831 -1.34501 0.32430
N -0.68281 -0.21481 0.09339
C -2.07481 -0.33686 -0.36293
C -0.04085 1.02963 0.34479
C -0.00159 1.99950 -0.57006
H 3.58129 0.96255 -0.08155
H 1.24230 -2.54306 0.88456
H -0.95613 -2.14311 0.29760
H -2.70905 0.47497 -0.41752
H -2.14786 -0.88861 -1.25994
H -2.64502 -1.07788 0.36141
H 0.46745 1.10673 1.21566
H 0.54637 2.88902 -0.28453
H -0.45398 2.34958 -1.54354
```

Its frontier orbital gap is 9.88 eV. As for the net charge: +1. For the molecular weight, the calculation gives 109.2 g/mol. As for the structure (SMILES): C#C/[NH+]=C\N(C)C=C.

=====

Entry Q
Entry from the Open Molecules 2025 dataset: an isolated ion of composition C6H9N2 and charge +1 (ωB97M-V/def2-TZVPD).

```
17
Properties=species:S:1:pos:R:3
C 1.76521 0.03287 2.50409
N 1.12654 0.95393 1.57305
C 0.70347 0.56304 0.36213
C 0.02257 0.71391 -0.82161
C -0.69100 1.52046 -1.87346
C -0.79459 0.54541 -2.77846
N -0.63267 -0.27512 -1.66455
C -1.73160 -1.07666 -1.20574
H 2.77910 0.02158 2.49877
H 1.43733 0.25968 3.51841
H 1.40475 -0.92823 2.27357
H 1.24635 1.97004 1.83354
H 0.81466 -0.52580 0.44882
H -1.28966 0.17224 -3.61755
H -1.98548 -0.84672 -0.12666
H -2.67206 -1.02496 -1.81475
H -1.50291 -2.07564 -1.10959
```

Its frontier orbital gap is 7.37 eV. As for the net charge: +1. For the molecular weight, the calculation gives 109.2 g/mol. As for the structure (SMILES): CN/C=C1\C2=C[N@+]21C.

=====

Entry R
Entry from the Open Molecules 2025 dataset: a 2-piece molecular cluster, C6H9N2 overall (ωB97M-V/def2-TZVPD).

```
17
Properties=species:S:1:pos:R:3
C -2.69478 4.30791 -2.57712
C -3.76984 3.74516 -2.64367
C -5.06239 3.06860 -2.72367
H -1.74222 4.80700 -2.51813
H -5.51275 2.98283 -1.72047
H -4.93936 2.05540 -3.14188
H -5.75204 3.63529 -3.37163
C -1.08937 -0.28190 1.86085
C -1.68154 0.87684 1.43356
C -0.90991 -0.19772 -0.35469
N -0.62614 -0.91730 0.73521
N -1.55268 0.89571 0.06665
H -0.96486 -0.69470 2.86194
H -2.17562 1.67444 1.98837
H -0.66498 -0.45277 -1.38573
H -0.12655 -1.82471 0.71774
H -1.89899 1.64353 -0.56113
```

Its frontier orbital gap is 9.38 eV. As for the net charge: +1. For the molecular weight, the calculation gives 109.2 g/mol.

=====

Referenced to the most stable arrangement, the calculated values in eV are entry P 3.204; entry Q 5.611; entry R 0.000.

=====

Entry P
Entry from the Open Molecules 2025 dataset: a 2-piece molecular cluster, C3H10NO2 overall (ωB97M-V/def2-TZVPD).

```
16
Properties=species:S:1:pos:R:3
C -1.24797 -0.52893 -0.72387
C -0.19087 0.18439 0.07162
C 1.04184 -0.47950 -0.50396
O 2.26347 0.19769 -0.50995
N -2.59560 -0.28187 -0.10469
H -1.02319 -1.55851 -0.60855
H -1.08476 -0.19079 -1.71358
H -0.41419 1.17568 0.00332
H -0.03633 0.06297 1.10925
H 0.89308 -0.60518 -1.60920
H 1.10554 -1.50307 -0.10050
H -2.86135 0.66612 -0.41644
H -2.28577 -0.24314 0.85958
H 1.93468 0.65375 2.02831
H 2.20777 1.00747 0.59913
O 2.29365 1.44293 1.61954
```

Its frontier orbital gap is 7.24 eV. As for the net charge: -1. For the molecular weight, the calculation gives 92.1 g/mol.

=====

Entry Q
Entry from the Open Molecules 2025 dataset: a 2-piece molecular cluster, C3H10NO2 overall (ωB97M-V/def2-TZVPD).

```
16
Properties=species:S:1:pos:R:3
C -1.19732 0.55034 1.47792
N -0.68657 0.18399 0.19842
C 0.61257 -0.41347 0.09191
C 1.77514 0.48036 0.38567
O 1.86756 1.35240 -0.61911
H -2.14066 1.14553 1.65857
H -0.46465 1.15496 2.14209
H -1.34528 -0.37944 2.14845
H -0.70228 1.05889 -0.39915
H 0.79846 -0.93340 -0.90132
H 0.72930 -1.13850 0.90339
H 2.68043 -0.32780 0.43198
H 1.45884 0.83643 1.48288
H -2.42548 -2.29496 -1.21271
H -1.52516 -0.93363 -1.07946
O -1.79255 -1.74982 -1.66797
```

Its frontier orbital gap is 6.25 eV. As for the net charge: -1. For the molecular weight, the calculation gives 92.1 g/mol.

=====

Referenced to the most stable arrangement, the calculated values in eV are entry P 0.000; entry Q 0.369.

=====

Entry P
Entry from the Open Molecules 2025 dataset: a 2-piece molecular cluster, C3H10NO2 overall (ωB97M-V/def2-TZVPD).

```
16
Properties=species:S:1:pos:R:3
C -0.44542 1.41790 0.02251
C -0.89585 0.16574 0.77054
C 0.33921 -0.78370 0.85881
O 0.81949 -1.17886 -0.32882
N -1.60792 2.31254 -0.20561
H 0.07372 1.16305 -0.88977
H 0.21675 1.98070 0.67859
H -1.27365 0.45309 1.76051
H -1.69582 -0.35134 0.23165
H 0.10933 -1.58560 1.60301
H 1.11051 -0.13615 1.35421
H -2.38464 2.02131 0.37051
H -1.95124 2.28739 -1.15584
H 2.18456 -2.00205 -1.28536
H 2.47068 -3.24428 -2.11478
O 2.93029 -2.51975 -1.67016
```

Its frontier orbital gap is 7.13 eV. As for the net charge: -1. For the molecular weight, the calculation gives 92.1 g/mol.

=====

Entry Q
Entry from the Open Molecules 2025 dataset: a 2-piece molecular cluster, C3H10NO2 overall (ωB97M-V/def2-TZVPD).

```
16
Properties=species:S:1:pos:R:3
C 0.70860 -1.44697 -1.65703
C -0.24445 -0.67391 -0.77556
C 0.24746 0.69876 -0.00044
O -0.47191 1.31100 1.06094
N 0.38801 -2.85046 -2.32147
H 1.72166 -1.61569 -1.19768
H 0.73440 -0.69580 -2.50612
H -1.03288 -0.42539 -1.44864
H -0.91180 -1.32936 -0.15798
H 0.56204 1.31092 -0.96126
H 1.17451 0.40108 0.48118
H -0.20825 -2.72793 -3.06624
H -0.11578 -3.40863 -1.59121
H -0.79631 3.43474 3.02567
H -0.42320 2.06037 2.55966
O -0.48936 2.62420 3.40296
```

Its frontier orbital gap is 7.14 eV. As for the net charge: -1. For the molecular weight, the calculation gives 92.1 g/mol.

=====

Referenced to the most stable arrangement, the calculated values in eV are entry P 0.000; entry Q 1.292.

=====

Entry P
Entry from the Open Molecules 2025 dataset: a 2-piece molecular cluster, C8H8F3NO2 overall (ωB97M-V/def2-TZVPD).

```
22
Properties=species:S:1:pos:R:3
C -1.99009 -1.32274 0.34550
O -0.71715 -1.79649 0.44850
C -0.38274 -2.60300 -0.64545
O -1.19446 -3.02342 -1.40244
C 1.00652 -3.15011 -0.42849
C 1.89859 -3.68257 -1.28198
F 3.13797 -4.03348 -0.96766
F 1.83667 -3.89627 -2.61259
H -2.90361 -1.92827 0.36553
H -2.02371 -0.65058 -0.62355
H -2.20369 -0.67505 1.18253
H 1.33129 -3.07642 0.57017
F 0.50552 -0.06411 -1.84331
C 1.03290 0.74404 -0.91493
C 1.78004 0.45687 0.17272
C 2.20820 1.67139 0.69161
C 1.84596 2.64398 -0.17848
N 1.15192 2.03067 -1.18685
H 2.04851 -0.44747 0.55580
H 2.53584 1.71276 1.73849
H 1.99309 3.64334 -0.08336
H 0.59649 2.42527 -1.96273
```

Its frontier orbital gap is 9.17 eV. For the molecular weight, the calculation gives 207.2 g/mol. As for the structure (SMILES): COC(=O)C=C(F)F.Fc1ccc[nH]1.

=====

Entry Q
Entry from the Open Molecules 2025 dataset: one molecule with the formula C8H8F3NO2 (ωB97M-V/def2-TZVPD).

```
22
Properties=species:S:1:pos:R:3
C -0.56387 1.73896 -0.59966
C -0.40930 0.21948 -0.82769
C 1.03858 -0.34415 -0.48588
F 1.97270 0.09991 -1.35011
C 1.28712 0.00462 0.89862
C 1.02264 -0.79726 1.91478
F 1.42435 -0.46927 3.21824
C 0.31045 -2.05717 1.75918
C 0.17362 -2.44772 0.51575
C 0.93901 -1.89431 -0.62508
F 0.41351 -2.14854 -1.80764
N 2.36034 -2.46243 -0.77958
O 3.00742 -2.60244 0.20567
O 2.66274 -2.66805 -1.90467
H 0.19016 2.06109 0.22484
H -1.56582 2.17488 -0.31094
H -0.35738 2.32788 -1.47210
H -0.57163 0.03496 -1.89924
H -1.25890 -0.30301 -0.22350
H 1.71322 1.02800 1.13613
H -0.07385 -2.66949 2.50167
H -0.58051 -3.30259 0.20449
```

Its frontier orbital gap is 9.21 eV. For the molecular weight, the calculation gives 207.2 g/mol. As for the structure (SMILES): CC[C@@]1(F)C=C(F)C=C[C@]1(F)[N+](=O)[O-].

=====

Referenced to the most stable arrangement, the calculated values in eV are entry P 0.000; entry Q 2.543.

=====

Entry P
Entry from the Open Molecules 2025 dataset: one molecule with the formula C3H5F2N (ωB97M-V/def2-TZVPD).

```
11
Properties=species:S:1:pos:R:3
F -1.77654 -0.49602 -0.03318
C -1.00996 0.38678 0.70908
F -0.90578 -0.03735 1.98334
C 0.36711 0.41596 0.16855
C 1.07271 -0.77366 -0.42343
N 0.52074 0.26530 -1.26607
H -1.41346 1.43788 0.68386
H 0.93128 1.27842 0.66103
H 2.16706 -0.85309 -0.45202
H 0.43170 -1.67158 -0.39079
H -0.38487 0.04737 -1.64037
```

Its frontier orbital gap is 10.98 eV. For the molecular weight, the calculation gives 93.1 g/mol. As for the structure (SMILES): FC(F)[C@H]1CN1.

=====

Entry Q
Entry from the Open Molecules 2025 dataset: C3H5F2N as an isolated structure (ωB97M-V/def2-TZVPD).

```
11
Properties=species:S:1:pos:R:3
C -1.91201 0.14991 -0.61063
C -0.61079 0.26980 -0.47956
C 0.37047 -0.59058 0.25234
N 1.66096 0.60793 0.79885
F 2.43801 -0.19077 1.59713
F 2.43540 0.86705 -0.30639
H -2.64969 0.76719 -1.02938
H -2.28691 -0.78314 -0.30273
H -0.29529 1.19621 -0.78799
H 0.72994 -1.42522 -0.37191
H 0.11991 -0.86837 1.24028
```

Its frontier orbital gap is 11.20 eV. For the molecular weight, the calculation gives 93.1 g/mol.

=====

Referenced to the most stable arrangement, the calculated values in eV are entry P 0.000; entry Q 4.473.